Molecular formula: C4H10N4O
Method: DFT, ωB97M-V/def2-TZVPD

Results
Relative energy (zero: lowest compared OMol25 entry of this formula, charge and spin), kcal/mol: 100.3
HOMO, eV: -7.7
SMILES string: [H]/N=C\C(N)=C(/C)N(N)O
Multiplicity: 1

XYZ file:
```
19
Properties=species:S:1:pos:R:3:forces:R:3:mulliken_charge:R:1
H -2.758537 1.821652 0.548943 -0.189 -0.279 -0.093 0.320
N -3.222906 1.001597 0.129952 0.917 -0.810 -0.393 -0.681
C -2.343934 0.089926 -0.067722 1.184 1.325 1.808 -0.245
C -0.820193 0.284497 0.454100 -3.688 -0.776 -2.500 0.734
N -0.658251 1.391146 1.265051 0.770 -0.081 0.648 -0.675
C 0.072684 -0.431437 -0.218234 3.675 0.571 0.729 0.054
C -0.096132 -1.547888 -1.208742 0.320 0.206 -0.198 -1.248
N 1.571432 -0.216398 0.203669 -2.361 -1.691 0.924 0.108
N 1.993501 1.073061 0.501663 0.027 0.786 -1.107 -0.698
O 2.530267 -0.910095 -0.557456 -0.111 -0.313 -0.396 -0.482
H -2.646189 -0.870667 -0.501417 0.197 0.372 0.085 0.322
H 0.349744 1.503721 1.445090 -0.632 0.262 0.241 0.386
H -1.202642 1.301126 2.120027 0.188 0.115 -0.114 0.260
H 0.119141 -2.513094 -0.738571 -0.020 0.071 -0.082 0.258
H -1.078693 -1.599447 -1.677366 0.043 0.142 0.307 0.403
H 0.623989 -1.410524 -2.024889 -0.114 -0.093 0.220 0.331
H 1.863012 1.658169 -0.328958 0.114 0.159 -0.016 0.213
H 3.003278 1.062760 0.655124 -0.399 -0.309 0.273 0.263
H 2.700431 -1.688105 -0.000267 0.078 0.343 -0.334 0.376
```
Positions in Å, forces in eV/Å.